(1)
{
  "formula": "C7H11N4O",
  "method": "ωB97M-V/def2-TZVPD",
  "homo_lumo_gap_ha": [0.210, 0.256],
  "e_above_lowest_ev": 0.397,
  "spin_multiplicity": 3,
  "charge": -1,
  "homo_ev": [-2.32, -4.20],
  "elements": ["C", "C", "C", "C", "C", "C", "C", "N", "N", "N", "N", "O", "H", "H", "H", "H", "H", "H", "H", "H", "H", "H", "H"],
  "positions_angstrom": [[1.27154, 0.19836, 2.56358], [-1.23244, 0.27532, -1.63237], [-0.34895, -0.64294, -1.98304], [-0.98583, 1.11676, 1.85249], [-0.32627, -2.00749, -1.34893], [0.75752, -0.41479, -2.91434], [-0.39582, 2.45847, 1.47236], [1.56972, -1.06805, 2.86594], [0.44386, -1.76565, 2.87364], [-0.57432, -1.09822, 2.54786], [-0.16962, 0.19563, 2.28322], [1.94590, 1.21793, 2.60171], [-2.05159, 0.08492, -0.84754], [-1.12583, 1.36851, -1.77262], [-0.45202, -1.92824, -0.27941], [0.60382, -2.53680, -1.61521], [-1.26769, -2.61068, -1.65190], [1.71643, -0.48402, -2.41638], [0.56257, 0.66301, -3.10634], [0.73276, -1.27515, -3.75743], [-0.51857, 2.47677, 0.43171], [0.68166, 2.57655, 1.63492], [-0.83681, 3.19978, 2.19809]]
}

(2)
{
  "formula": "C14H14BrHoNO2",
  "method": "ωB97M-V/def2-TZVPD",
  "homo_lumo_gap_ha": [0.123, 0.126],
  "e_above_lowest_ev": 0.000,
  "spin_multiplicity": 5,
  "charge": -1,
  "homo_ev": [-0.88, -0.97],
  "elements": ["C", "C", "C", "C", "C", "Ho", "N", "C", "C", "H", "H", "H", "H", "H", "H", "H", "H", "H", "H", "Br", "C", "C", "C", "C", "C", "C", "C", "O", "O", "H", "H", "H", "H"],
  "positions_angstrom": [[-1.20368, 0.23120, -3.45312], [-1.26034, 1.64088, -3.21048], [-2.07371, 1.86300, -2.05184], [-2.54342, 0.58203, -1.59036], [-1.98860, -0.42927, -2.44979], [-0.13340, 0.52742, -1.17789], [1.73941, -0.07566, -2.40268], [2.90978, 0.63218, -2.85131], [2.40464, 1.88381, -2.19652], [-2.33229, 2.83675, -1.62895], [-0.80831, 2.41273, -3.83812], [-3.22102, 0.40969, -0.75207], [-2.16668, -1.50461, -2.37968], [-0.68476, -0.24865, -4.28537], [1.76769, 2.54906, -2.79068], [3.03026, 0.73359, -3.94591], [1.81372, -1.00889, -2.81158], [2.87341, 2.23966, -1.27089], [3.81758, 0.24794, -2.34979], [-2.83357, -1.01321, 2.05533], [-1.28203, -1.21253, 3.13865], [-1.32330, -1.79392, 4.40328], [-0.14386, -1.88991, 5.16381], [1.06678, -1.38212, 4.68648], [1.12551, -0.78915, 3.43123], [-0.04355, -0.75150, 2.67390], [-0.00875, -0.25310, 1.30423], [-0.11266, -1.10778, 0.33119], [0.07128, 1.01247, 1.04475], [-2.27205, -2.16725, 4.77361], [-0.19354, -2.36403, 6.14413], [1.97511, -1.44545, 5.28741], [2.03435, -0.36537, 2.99903]]
}

(3)
{
  "formula": "C7H22NO3",
  "method": "ωB97M-V/def2-TZVPD",
  "homo_lumo_gap_ha": [0.391, 0.256],
  "spin_multiplicity": 2,
  "charge": 2,
  "homo_ev": [-17.83, -17.81],
  "elements": ["C", "C", "C", "C", "C", "C", "C", "N", "H", "H", "H", "H", "H", "H", "H", "H", "H", "H", "H", "H", "H", "H", "H", "H", "H", "H", "O", "H", "H", "O", "H", "H", "O"],
  "positions_angstrom": [[-2.08643, -0.41020, -1.42680], [-1.90971, -0.20378, 0.06095], [-1.48222, 1.27680, 0.33493], [-0.21950, 1.76471, -0.40830], [1.03955, 1.93025, 0.36335], [1.58978, 1.05568, 1.29547], [2.83300, 1.61389, 1.96440], [-1.86266, -1.85346, -1.82830], [-3.11910, -0.21504, -1.76610], [-1.45334, 0.16699, -2.08275], [-2.90988, -0.21901, 0.50575], [-1.42018, -0.93181, 0.68802], [-1.48139, 1.50111, 1.44464], [-2.26886, 1.89687, -0.07366], [-0.37784, 2.77680, -0.84825], [-0.11055, 1.21451, -1.40164], [1.60480, 2.85570, 0.10087], [1.18431, 0.08540, 1.53653], [2.85001, 1.26771, 3.00631], [3.71248, 1.11370, 1.46012], [2.79914, 2.68350, 1.93713], [-0.94310, -2.39231, -1.54843], [-2.64676, -2.42910, -1.45684], [-2.00180, -1.95824, -2.82835], [1.38136, -2.64932, -1.77671], [0.92868, -1.40270, -2.45587], [0.63483, -2.31551, -2.33806], [-1.42920, 0.96423, 3.80556], [-1.64594, -0.34531, 2.95941], [-1.16280, 0.48981, 2.99751], [3.41628, -2.04943, -1.16595], [2.57868, -1.71483, 0.17487], [2.54010, -1.86465, -0.79182]]
}

(4)
{
  "formula": "C27H34O15S3Zn",
  "method": "ωB97M-V/def2-TZVPD",
  "homo_lumo_gap_ha": [0.202, 0.143],
  "spin_multiplicity": 2,
  "charge": -1,
  "homo_ev": [-3.69, -3.67],
  "elements": ["Zn", "C", "C", "C", "O", "C", "C", "C", "O", "O", "O", "H", "H", "C", "C", "C", "O", "C", "C", "C", "O", "O", "O", "H", "H", "C", "C", "O", "C", "H", "H", "H", "H", "H", "H", "C", "C", "C", "S", "O", "O", "C", "H", "H", "H", "H", "H", "H", "H", "H", "C", "C", "C", "S", "O", "O", "C", "H", "H", "H", "H", "H", "H", "H", "H", "C", "C", "C", "S", "O", "O", "C", "H", "H", "H", "H", "H", "H", "H", "H"],
  "positions_angstrom": [[4.02867, -5.04675, -15.97739], [9.37568, -6.48856, -17.32160], [9.52686, -7.88504, -16.93292], [8.32094, -8.68322, -16.31754], [8.39028, -9.76485, -15.63526], [6.99591, -8.01504, -16.39125], [6.93348, -6.69296, -16.73698], [8.11474, -5.92034, -17.29350], [8.04032, -4.68281, -17.71414], [5.72382, -6.19906, -16.66036], [10.63646, -8.49029, -16.88330], [10.23640, -5.96373, -17.70905], [6.13903, -8.57457, -16.04616], [3.99845, -9.81877, -14.49556], [5.35234, -9.99546, -14.02022], [6.02588, -8.78515, -13.28494], [7.26539, -8.92075, -12.97572], [5.25282, -7.52933, -13.25119], [4.04840, -7.37206, -13.87969], [3.41964, -8.57733, -14.50428], [2.20383, -8.53060, -14.98277], [3.65095, -6.13734, -14.13843], [6.11059, -10.99167, -14.18084], [3.47686, -10.63847, -14.96720], [5.77966, -6.63985, -12.93866], [0.29617, -5.09638, -15.52984], [1.10868, -3.81834, -15.57509], [2.29053, -3.88535, -15.45633], [0.45489, -2.60098, -15.99679], [0.07109, -5.39954, -16.55235], [-0.69000, -5.01990, -15.07188], [0.82659, -5.90897, -15.03339], [-0.55587, -2.81591, -16.34357], [1.02221, -2.22583, -16.84856], [0.44792, -1.87381, -15.18483], [0.77555, -8.97823, -19.00974], [2.15090, -9.24207, -19.48254], [3.18026, -8.46009, -18.67223], [2.43163, -6.73322, -18.46704], [2.59572, -5.95115, -19.69023], [2.83394, -6.17459, -17.17851], [0.73037, -7.48344, -18.48166], [0.49035, -9.71100, -18.25489], [0.01011, -9.13899, -19.76893], [2.17330, -8.90266, -20.51811], [2.27352, -10.32512, -19.49082], [4.17100, -8.17907, -19.02940], [3.32344, -8.91481, -17.69201], [-0.05116, -6.76937, -18.74131], [0.61388, -7.63895, -17.40911], [7.42509, -2.79060, -11.99425], [8.21884, -3.85949, -12.73127], [7.79127, -3.83644, -14.20386], [6.23461, -2.99211, -14.36490], [5.20258, -3.87551, -14.84418], [6.40286, -1.66777, -15.03296], [6.04093, -2.65472, -12.51600], [7.99295, -1.86360, -12.07362], [7.27224, -3.02461, -10.94069], [7.89444, -4.83742, -12.37560], [9.28878, -3.77631, -12.54045], [7.71214, -4.81902, -14.66904], [8.46678, -3.29633, -14.86723], [5.32943, -3.37876, -12.11895], [5.64509, -1.64555, -12.40206], [6.00985, -3.04379, -20.45502], [6.23123, -1.56750, -19.91795], [5.66802, -1.61951, -18.47004], [4.07423, -2.66208, -18.50254], [2.88912, -1.85776, -18.68570], [4.20442, -3.72677, -17.46020], [4.57808, -3.47066, -20.18204], [6.61394, -3.79035, -19.93945], [6.26236, -3.06243, -21.51521], [5.72728, -0.81234, -20.52117], [7.29762, -1.34326, -19.89279], [5.68057, -0.74696, -17.81689], [6.37558, -2.17794, -17.85717], [3.85369, -3.09665, -20.90555], [4.42156, -4.54544, -20.09008]]
}